Formula: H12O5S2
Source: the Open Molecules 2025 dataset
Level of theory: ωB97M-V/def2-TZVPD

## Properties
Kohn-Sham gap = 8.6944 eV
SMILES = SS.O.O.O.O.O
Net charge = 0

Geometry (Å):
S1 -1.670 -2.121 -3.075
S2 -1.486 -3.248 -4.839
H1 -1.448 -3.242 -2.377
H2 -1.012 -2.269 -5.627
O1 1.853 2.519 0.840
H3 2.316 2.709 0.011
H4 1.694 3.425 1.127
O2 -0.988 -0.729 2.573
H5 -0.842 -1.131 1.714
H6 -1.920 -0.714 2.787
O3 -0.870 3.784 2.620
H7 -1.124 4.663 2.907
H8 -0.775 3.227 3.391
O4 1.460 -0.082 -0.644
H9 1.338 0.867 -0.548
H10 2.157 -0.371 -0.052
O5 0.106 -2.646 -0.188
H11 0.194 -1.694 -0.360
H12 1.017 -2.947 -0.263

Atoms 1-2, force components in eV/Å:
-0.04 -0.38 -0.30
-0.20 0.15 -0.21

Formula: H12O6
Source: the Open Molecules 2025 dataset
Level of theory: ωB97M-V/def2-TZVPD

## Properties
Kohn-Sham gap = 11.1328 eV
SMILES = O.O.O.O.O.O
Net charge = 0

Geometry (Å):
O1 -0.947 -1.862 0.185
H1 -0.846 -1.246 -0.651
H2 -1.374 -2.702 -0.082
O2 0.772 1.737 1.170
H3 -0.225 1.781 1.023
H4 0.973 0.806 1.563
O3 -0.905 -0.044 -1.792
H5 -1.292 0.533 -1.044
H6 0.000 0.292 -1.784
O4 1.551 0.773 -1.413
H7 1.914 0.070 -0.896
H8 1.252 1.407 -0.684
O5 -1.805 0.565 0.760
H9 -2.877 0.634 0.901
H10 -1.586 -0.434 0.864
O6 1.514 -0.923 0.948
H11 0.699 -1.377 0.572
H12 1.923 -1.735 1.361

Atoms 1-2, force components in eV/Å:
0.04 0.00 -1.11
-0.50 -1.02 0.37

Formula: H12O6
Source: the Open Molecules 2025 dataset
Level of theory: ωB97M-V/def2-TZVPD

## Properties
Kohn-Sham gap = 10.1508 eV
SMILES = O.O.O.O.O.O
Net charge = 0

Geometry (Å):
O1 15.524 0.889 20.285
H1 15.506 1.837 20.301
H2 14.958 0.697 21.046
O2 16.867 4.732 18.542
H3 16.156 4.404 19.103
H4 17.422 3.981 18.478
O3 13.316 0.424 21.911
H5 12.753 0.173 22.614
H6 13.005 1.327 21.710
O4 14.678 3.797 20.025
H7 14.718 4.515 20.711
H8 13.737 3.454 20.073
O5 14.439 -0.843 18.357
H9 15.138 -0.652 18.968
H10 14.508 -1.742 18.018
O6 14.425 -2.273 20.977
H11 15.319 -2.088 20.631
H12 13.952 -1.442 21.043

Atoms 1-2, force components in eV/Å:
-0.06 -0.58 0.53
0.29 1.02 -0.45

Formula: H12O6
Source: the Open Molecules 2025 dataset
Level of theory: ωB97M-V/def2-TZVPD

## Properties
Kohn-Sham gap = 10.9397 eV
SMILES = O.O.O.O.O.O
Net charge = 0

Geometry (Å):
O1 15.960 -2.269 8.640
H1 15.953 -2.577 7.723
H2 16.377 -2.983 9.138
O2 12.608 0.819 9.449
H3 13.383 1.194 9.020
H4 12.587 -0.119 9.148
O3 11.252 -3.773 7.982
H5 10.824 -2.935 8.209
H6 10.558 -4.436 8.088
O4 13.197 -1.744 8.728
H7 14.148 -1.968 8.798
H8 12.787 -2.522 8.327
O5 14.734 -1.084 11.718
H9 14.406 -0.332 11.206
H10 14.030 -1.738 11.656
O6 12.126 -5.088 5.650
H11 11.974 -4.585 6.474
H12 11.272 -5.108 5.208

Atoms 1-2, force components in eV/Å:
-0.06 -0.24 -0.27
0.13 0.07 0.11

Formula: H12O6
Source: the Open Molecules 2025 dataset
Level of theory: ωB97M-V/def2-TZVPD

## Properties
Kohn-Sham gap = 9.1718 eV
Net charge = 0

Geometry (Å):
O1 2.183 0.437 0.742
H1 2.398 1.368 0.694
H2 1.343 0.361 0.290
O2 0.316 0.056 -0.092
H3 -0.376 -0.276 -0.665
H4 0.785 -0.727 0.196
O3 -1.701 -1.005 -0.096
H5 -2.132 -0.885 0.750
H6 -1.058 -1.697 0.059
O4 1.566 -1.287 0.965
H7 2.173 -0.550 0.896
H8 1.258 -1.259 1.871
O5 -1.803 0.083 -1.707
H9 -1.716 -0.588 -1.030
H10 -2.472 0.679 -1.370
O6 0.025 2.007 -0.626
H11 0.136 1.144 -0.226
H12 -0.923 2.140 -0.650

Atoms 1-2, force components in eV/Å:
6.58 14.28 0.23
0.84 0.38 0.02

Formula: H12O6
Source: the Open Molecules 2025 dataset
Level of theory: ωB97M-V/def2-TZVPD

## Properties
Kohn-Sham gap = 11.0662 eV
SMILES = O.O.O.O.O.O
Net charge = 0

Geometry (Å):
O1 2.443 11.516 7.666
H1 1.896 12.024 8.265
H2 1.866 10.824 7.342
O2 -1.338 11.571 8.411
H3 -2.082 11.478 9.005
H4 -1.715 11.938 7.611
O3 3.260 13.873 6.775
H5 3.156 12.922 6.767
H6 3.683 14.061 7.613
O4 0.951 13.365 9.102
H7 1.143 14.302 9.126
H8 -0.002 13.317 9.027
O5 2.506 10.887 11.280
H9 2.418 11.235 10.393
H10 2.990 10.069 11.170
O6 1.410 16.110 8.594
H11 1.546 15.670 7.755
H12 0.764 16.791 8.407

Atoms 1-2, force components in eV/Å:
0.50 -0.88 -0.21
-0.58 0.80 0.35

Formula: H12O6
Source: the Open Molecules 2025 dataset
Level of theory: ωB97M-V/def2-TZVPD

## Properties
Kohn-Sham gap = 11.5177 eV
SMILES = O.O.O.O.O.O
Net charge = 0

Geometry (Å):
O1 2.833 0.870 0.057
H1 3.221 1.269 -0.726
H2 2.610 -0.075 -0.214
O2 1.623 -1.670 -0.762
H3 0.889 -1.934 -0.140
H4 2.293 -2.476 -0.906
O3 -0.399 -2.328 0.623
H5 -1.150 -1.755 0.239
H6 -0.371 -2.206 1.561
O4 0.428 2.394 0.536
H7 0.282 2.278 1.472
H8 1.207 1.800 0.351
O5 -2.458 -0.855 0.088
H9 -2.827 -1.256 -0.763
H10 -2.290 0.063 -0.175
O6 -2.011 1.716 -0.752
H11 -1.134 1.860 -0.256
H12 -2.746 2.306 -0.234

Atoms 1-2, force components in eV/Å:
-0.46 -1.23 -0.27
0.05 -0.01 -0.06

Formula: H12O6Pt
Source: the Open Molecules 2025 dataset
Level of theory: ωB97M-V/def2-TZVPD

## Properties
Kohn-Sham gap (spin up / spin down) = 10.6448 / 9.9021 eV
Spin multiplicity = 3
Net charge = +2

Geometry (Å):
Pt1 -23.227 -23.071 -0.018
O1 -22.167 -24.404 -1.503
H1 -22.617 -25.011 -2.102
H2 -21.292 -24.239 -1.874
O2 -24.454 -21.643 1.321
H3 -24.557 -21.505 2.271
H4 -25.207 -21.197 0.914
O3 -21.501 -21.978 0.996
H5 -20.617 -21.776 0.667
H6 -21.534 -21.673 1.910
O4 -23.903 -21.811 -1.787
H7 -24.844 -21.600 -1.805
H8 -23.602 -21.764 -2.703
O5 -25.168 -24.344 -0.444
H9 -25.690 -24.474 -1.245
H10 -25.705 -24.699 0.275
O6 -22.826 -24.471 1.686
H11 -23.484 -24.890 2.254
H12 -21.964 -24.800 1.970

Atoms 1-2, force components in eV/Å:
-0.35 -0.13 0.12
0.13 0.07 0.05

ΔE to the lowest compared entry with this formula, charge and spin for the records above, in order: 103.6; 97.0; 152.3; 106.3; 1282.1; 94.7; 90.7; 22.6 kJ/mol
Maximum force for the records above, in order: 0.91; 4.25; 2.26; 0.75; 15.72; 1.16; 4.10; 0.39 eV/Å
Molecular weight for the records above, in order: 156.225; 108.090; 108.090; 108.090; 108.090; 108.090; 108.090; 303.168 g mol⁻¹